[1]
276
Properties=species:S:1:pos:R:3:forces:R:3 method="wB97M-V/def2-TZVPD" charge=+2 orbital_gap_ha=0.2961 e_lumo_ha=-0.1207 molar_mass_g_mol=1641.6
C -7.3098 -3.7021 -0.9869 -0.065 -0.031 -0.218
O -6.4359 -2.6571 -1.2804 2.004 0.567 0.034
C -6.9146 -1.3276 -1.3583 -0.499 -0.506 -0.931
C -7.6859 -1.1434 -2.6538 0.544 1.483 -0.269
N -6.7703 -1.2173 -3.8353 1.294 -0.474 -1.597
H -6.1680 -0.2509 -4.2290 -1.174 0.423 1.818
H -5.9915 -1.8547 -3.5711 -0.893 0.109 -0.314
C -7.3964 -1.6643 -5.1626 0.314 -0.862 1.362
C -8.1114 -0.5528 -5.8962 1.756 -0.125 0.508
O -9.1564 -0.2379 -5.0644 -1.299 1.793 -0.075
C -9.9714 0.8471 -5.6085 0.222 -0.862 0.737
H -7.9137 -3.9049 -1.8850 -0.340 -0.269 0.620
H -7.8644 -3.4656 -0.0831 -0.655 -0.009 -0.062
H -6.7013 -4.5753 -0.7409 -0.031 0.020 -0.263
H -6.0848 -0.6198 -1.2718 -0.219 -0.328 0.001
H -7.6567 -1.1367 -0.6120 -0.327 0.187 1.037
H -8.1258 -0.1449 -2.6877 -0.088 -0.195 0.145
H -8.4877 -1.8789 -2.6906 0.099 -0.102 -0.493
H -8.0871 -2.4690 -4.8839 -0.168 0.234 -0.335
H -6.6104 -2.1375 -5.7322 0.326 0.140 -0.356
H -8.3677 -0.9274 -6.8697 -0.698 -0.349 -0.673
H -7.4396 0.3088 -6.0962 -0.197 -0.250 0.325
H -9.4113 1.7720 -5.8412 0.048 -0.610 0.071
H -10.7134 1.0665 -4.8381 0.064 -0.011 -0.220
H -10.4482 0.4144 -6.4812 -0.262 0.425 -0.342
C 0.5302 -7.0307 -7.2601 1.281 0.010 -0.379
O 0.3366 -5.6128 -7.2885 0.396 -0.449 -0.553
C 0.1191 -5.0673 -6.0238 -0.417 1.066 -0.405
C -0.4375 -3.6053 -6.2267 0.668 -0.189 0.067
N -1.5561 -3.3860 -5.2548 -0.286 -0.931 -0.806
H -2.2308 -4.1084 -5.4941 -0.206 -0.062 0.052
H -1.2652 -3.6029 -4.2940 1.031 -0.033 0.703
C -2.2667 -2.1122 -5.1997 -1.193 1.683 -0.142
C -1.3882 -0.8532 -5.1228 -1.443 -0.743 1.860
O -0.9666 -0.5344 -6.3815 -1.002 -0.777 -0.233
C 0.1875 0.1974 -6.4303 2.376 0.239 -0.946
H -0.4364 -7.4921 -7.2897 -0.484 -0.592 0.432
H 1.2004 -7.3777 -6.4486 -0.764 0.358 0.181
H 1.0931 -7.3961 -8.1374 -0.457 0.765 -0.054
H 1.0383 -5.1011 -5.4400 -0.014 0.287 0.241
H -0.6369 -5.6323 -5.4796 -0.210 -0.274 0.225
H -0.8341 -3.4292 -7.2320 -0.012 -0.462 0.140
H 0.3109 -2.8250 -6.0944 0.018 -0.172 0.352
H -2.9259 -2.1643 -4.3098 0.459 0.051 -0.324
H -2.9394 -1.9747 -6.0767 0.588 -0.354 0.367
H -0.6421 -0.9683 -4.3243 0.665 -0.279 -0.597
H -2.0155 -0.0753 -4.6676 -0.255 0.116 -0.402
H 0.1317 1.2193 -6.0350 -0.229 -0.154 -0.268
H 0.4813 0.1227 -7.4852 -0.003 0.813 0.146
H 1.0227 -0.2938 -5.9136 -0.174 0.015 0.398
C -3.5123 8.2742 -0.0242 0.635 -0.481 -0.294
O -4.2307 7.0485 -0.0205 0.804 0.518 0.407
C -4.1357 6.3815 -1.2587 -0.897 -0.862 0.619
C -4.7306 5.0104 -0.9547 -0.490 1.715 -0.416
N -3.8990 4.3539 0.0556 0.423 -0.143 -0.072
H -2.8366 4.2294 -0.2354 -0.592 0.249 -0.260
H -3.8809 4.9726 0.8629 -0.291 -0.122 0.393
C -4.4258 3.0281 0.3210 -1.837 -0.931 0.468
C -5.8066 3.1526 1.0656 1.546 0.728 -0.011
O -5.7349 3.8593 2.3047 0.219 0.172 -0.534
C -5.2082 3.1509 3.4080 0.131 -0.871 -0.813
H -2.4250 8.0860 -0.1365 -0.399 0.069 0.171
H -3.6957 8.8358 0.8854 -0.154 -0.157 0.093
H -3.8275 8.8403 -0.8868 -0.141 0.555 -0.284
H -3.1209 6.2113 -1.6492 0.003 0.480 0.280
H -4.7641 6.9041 -1.9787 0.097 0.009 -0.382
H -4.8145 4.4929 -1.8899 0.282 -0.879 -0.098
H -5.7534 5.1192 -0.5421 0.691 0.213 -0.327
H -3.7037 2.3873 0.8400 -0.004 0.343 0.064
H -4.6855 2.5716 -0.6590 0.361 0.124 0.589
H -6.1554 2.1621 1.2591 -0.593 -0.727 -0.199
H -6.4619 3.7412 0.3984 -0.045 -0.699 0.687
H -5.5454 2.1160 3.4338 -0.570 -0.043 0.085
H -5.4936 3.6702 4.2849 -0.434 0.462 0.854
H -4.1350 3.0255 3.4345 0.726 0.480 -0.430
C 1.2361 -0.3495 2.9028 -1.438 -0.685 -0.219
O 1.3938 -0.3867 1.4960 -0.108 -0.287 -0.142
C 2.1641 0.6610 0.9420 0.605 0.188 1.206
C 1.9033 0.7002 -0.5554 -1.108 -0.888 1.070
N 0.4089 0.8716 -0.6363 -0.382 0.416 -1.392
H -0.2620 0.4098 0.0178 0.873 -0.662 0.393
H 0.3401 1.8310 -0.3047 -0.510 0.810 0.100
C -0.1733 0.8298 -2.0206 0.207 -0.072 -0.258
C -1.6775 0.7595 -2.0446 1.363 1.079 -0.215
O -2.1125 -0.5270 -1.7566 0.234 -0.564 -0.190
C -3.4152 -0.4226 -1.2826 -1.104 -0.154 -0.585
H 0.9756 0.6457 3.2630 0.285 0.345 -0.101
H 2.0897 -0.7587 3.4004 0.653 -0.026 0.266
H 0.3533 -0.9864 3.1674 0.657 0.321 -0.479
H 3.2275 0.5205 1.1412 0.293 -0.462 -0.191
H 1.9596 1.5616 1.5782 -0.318 -0.012 -1.200
H 2.1639 -0.2412 -1.0710 0.009 0.415 0.388
H 2.3930 1.5305 -1.0653 -0.335 -0.112 0.050
H 0.2337 -0.0162 -2.5856 0.198 0.188 0.402
H 0.1628 1.7338 -2.5140 0.005 -0.026 -0.113
H -2.0036 1.0981 -3.0375 -0.131 -0.098 0.074
H -2.0513 1.4878 -1.3374 -0.415 0.191 0.425
H -4.0334 0.1354 -2.0035 0.096 0.166 0.330
H -3.3967 0.0702 -0.3164 -0.292 0.046 0.246
H -3.8687 -1.4040 -1.2523 0.013 -0.459 0.393
C 1.7816 -7.8929 0.8564 -0.086 -0.703 0.297
O 2.2363 -6.7903 0.1375 0.664 0.765 -0.314
C 3.5233 -6.4515 0.6401 -0.071 0.309 -0.750
C 3.9627 -5.1176 0.0646 -1.885 -0.554 -0.265
N 2.9118 -4.1022 0.4746 2.329 0.328 -2.712
H 2.1612 -4.1801 -0.2689 -0.108 -0.074 0.373
H 2.5607 -4.2587 1.3788 -0.757 -0.609 2.400
C 3.3318 -2.6935 0.2994 1.112 0.324 0.185
C 4.6346 -2.2951 1.0459 -1.493 -0.256 0.987
O 4.3215 -2.6853 2.3848 0.075 -0.132 -0.632
C 5.4268 -2.5351 3.2294 0.215 0.031 0.073
H 1.7045 -7.6810 1.9158 0.324 0.156 0.476
H 2.4673 -8.7253 0.6780 -0.172 -0.281 0.194
H 0.7800 -8.1695 0.5776 -0.335 -0.031 -0.666
H 4.2722 -7.2041 0.4466 0.275 -0.532 -0.630
H 3.4545 -6.4358 1.6897 -0.072 0.488 1.653
H 3.8051 -5.2159 -1.0240 0.685 0.301 0.291
H 4.9775 -4.8484 0.3573 -0.271 0.108 -0.039
H 2.5149 -2.1460 0.7520 -0.010 0.602 -0.088
H 3.3958 -2.4757 -0.7637 -0.075 -0.047 -0.095
H 4.7778 -1.2001 1.0125 -0.131 -0.232 -0.175
H 5.6013 -2.7649 0.8218 -0.343 -0.142 -0.722
H 6.2967 -3.0051 2.7493 0.189 0.250 0.147
H 5.2176 -3.1182 4.1275 0.055 0.426 0.200
H 5.5557 -1.4537 3.3956 0.337 -0.349 0.400
C 5.1923 1.0728 -1.6124 0.029 0.367 0.474
C 6.6770 1.3664 -1.2054 -0.406 0.515 -2.887
C 7.1748 0.9598 0.1143 0.027 -1.230 1.678
C 8.4591 1.6577 0.4683 1.809 -0.087 0.690
N 9.0058 1.5578 1.9389 0.301 0.148 0.863
C 9.0092 0.1514 2.5165 -0.982 0.324 0.596
C 8.9356 0.2881 4.0621 0.448 0.059 -1.585
C 7.9623 1.4806 4.1921 0.710 -1.911 1.178
C 8.1309 2.3241 2.9616 -0.843 0.700 -0.595
C 10.4260 2.1620 2.0985 -0.810 -0.383 -0.463
H 4.8696 1.4166 -2.6033 0.805 -0.405 -0.188
H 4.5090 1.7014 -1.0445 0.144 -0.012 0.733
H 4.8168 0.0450 -1.5003 0.509 0.119 -0.014
H 6.8328 2.4383 -1.3267 -0.198 0.300 0.004
H 7.3828 0.9393 -1.9512 -0.545 0.069 0.106
H 7.2746 -0.1285 0.0823 0.155 -0.041 0.391
H 6.4724 1.2170 0.8862 -0.653 0.010 0.494
H 8.3181 2.7134 0.3012 0.095 0.489 0.079
H 9.3186 1.3360 -0.1388 -0.313 0.012 0.019
H 9.7995 -0.4631 2.1382 0.577 -0.062 -0.433
H 8.0503 -0.2463 2.2042 -0.092 -0.321 -0.124
H 9.9476 0.4305 4.4979 -0.688 0.007 -0.143
H 8.4944 -0.6389 4.4336 0.214 0.138 0.221
H 8.1675 1.8821 5.1793 -0.291 0.881 -0.229
H 6.9288 1.0947 4.2304 0.720 0.326 0.067
H 8.4836 3.3457 3.0565 0.601 -0.091 0.216
H 7.1270 2.4676 2.5946 -0.230 -0.144 -0.729
H 11.2088 1.4636 1.7656 -0.511 0.063 0.062
H 10.5489 2.3878 3.1731 0.025 0.008 -0.746
H 10.4560 3.0508 1.4563 0.047 -0.065 0.485
C -6.3468 -0.3925 2.6386 -0.272 0.099 0.931
C -4.8590 -0.5188 2.4217 1.102 -0.444 -0.701
C -4.3525 -1.9843 2.4146 0.538 0.894 0.449
C -2.8392 -2.1341 2.1488 0.152 -0.520 -0.321
N -2.3841 -3.5788 1.8454 -0.197 -0.074 0.822
C -0.8863 -3.6830 1.5775 0.661 0.656 1.005
C -0.7219 -4.9835 0.8216 1.305 0.247 -0.956
C -1.9635 -5.0727 -0.0606 -1.486 -1.109 1.709
C -2.9423 -4.0216 0.5352 -0.054 0.118 -0.998
C -2.6938 -4.5122 3.0211 -1.738 -0.757 -1.036
H -6.7364 0.6259 2.5641 0.276 -0.068 -0.294
H -6.6091 -0.6670 3.6631 -0.094 -0.364 -0.045
H -6.9097 -1.0082 1.9434 -0.077 -0.171 -0.070
H -4.2257 -0.0177 3.1494 -0.313 0.518 0.080
H -4.6246 -0.1225 1.4397 0.206 0.411 -0.192
H -4.9342 -2.4758 1.6601 -0.308 -0.793 -0.264
H -4.5618 -2.3182 3.4218 -0.285 -0.781 0.099
H -2.2136 -1.8392 2.9777 -0.089 0.205 0.509
H -2.4751 -1.5159 1.3247 -0.212 -0.208 -0.034
H -0.3646 -3.6642 2.5358 -0.266 -0.230 0.000
H -0.5600 -2.7706 1.0720 -0.334 -0.205 -0.473
H -0.6217 -5.8300 1.5042 -0.311 0.158 0.071
H 0.2051 -5.0750 0.2177 -0.493 0.520 0.444
H -2.3292 -6.0991 0.1269 -0.338 0.449 -0.478
H -1.9229 -4.9209 -1.1202 0.693 0.127 -0.491
H -3.9816 -4.3629 0.6318 0.340 0.202 0.038
H -2.8885 -3.1091 -0.1127 -0.278 -0.745 0.585
H -2.3364 -5.5284 2.8029 0.157 0.522 -0.072
H -3.8068 -4.6332 3.1727 1.126 0.529 -0.362
H -2.2457 -4.1764 3.9363 0.449 0.445 0.160
C -1.3378 3.1187 -4.9195 -0.268 1.415 -1.235
C -0.7995 4.1901 -5.9312 -0.339 0.130 0.386
C 0.4406 4.9592 -5.4679 0.475 0.200 1.150
C 1.7803 4.2111 -5.7006 0.047 1.218 -0.831
N 2.9330 4.7948 -4.8792 -0.851 -0.591 1.283
C 4.2015 3.9502 -4.9986 0.228 1.201 -1.343
C 5.0045 4.3828 -3.7808 0.830 -0.741 -0.152
C 3.9789 4.5102 -2.7010 -1.791 -0.085 1.438
C 2.5945 4.6763 -3.3919 0.931 0.314 0.082
C 3.1685 6.2567 -5.0296 1.311 0.378 -0.619
H -0.5340 2.6685 -4.3507 -0.043 -0.285 0.137
H -1.9657 2.4300 -5.4830 0.314 -0.533 0.024
H -2.0522 3.6429 -4.2929 0.259 -0.023 0.700
H -1.6030 4.9376 -6.0855 0.378 -0.411 -0.032
H -0.5971 3.7589 -6.9031 -0.001 -0.272 -0.332
H 0.3228 5.1378 -4.3627 0.107 -0.079 -0.933
H 0.4840 5.9379 -5.9672 -0.070 -0.250 0.112
H 2.1232 4.3289 -6.7550 -0.400 -0.273 0.563
H 1.6822 3.1585 -5.4390 0.325 -0.001 0.188
H 4.6881 4.1907 -5.9675 -0.271 0.029 0.504
H 3.9220 2.8881 -5.0353 -0.130 0.410 0.537
H 5.4866 5.3625 -3.8645 0.216 -0.401 -0.583
H 5.7777 3.6146 -3.5874 -0.300 0.493 0.069
H 4.1687 5.3016 -1.9547 0.048 -0.176 -0.536
H 3.8221 3.6040 -2.1229 0.452 -0.251 0.046
H 2.0460 5.5565 -3.0705 0.035 -0.024 -0.108
H 1.9715 3.8180 -3.2418 -0.015 -0.309 -0.083
H 3.9385 6.5923 -4.3014 -0.716 -0.431 -0.311
H 2.2594 6.8117 -4.8262 -0.072 -0.136 -0.205
H 3.6048 6.5018 -6.0070 -0.465 -0.190 -0.002
C -1.5353 1.8282 9.7494 -0.470 2.191 0.368
C -0.2063 1.2403 10.1831 -0.656 -1.001 -0.683
C 0.7239 0.8498 9.0564 0.112 -0.784 -0.691
C 0.0740 -0.1110 8.0735 -0.626 -0.669 -0.557
N 1.0131 -0.8087 7.0547 -0.318 0.010 -0.534
C 2.0823 -1.8144 7.7069 -1.186 2.213 0.346
C 3.3716 -1.4404 6.9768 -0.909 -1.229 -1.183
C 3.2661 0.0340 6.6669 0.663 1.586 0.629
C 1.8373 0.2191 6.2249 0.120 -1.130 1.619
C 0.1600 -1.5705 6.0320 1.979 0.490 0.261
H -2.4070 1.1925 9.6731 0.150 -0.638 -0.024
H -1.5092 2.4303 8.8246 0.283 -0.269 0.176
H -1.7992 2.5719 10.5305 -0.151 -0.372 -0.438
H -0.4658 0.3244 10.7160 0.366 0.041 0.450
H 0.3164 1.9222 10.8280 0.160 0.180 0.407
H 1.5651 0.3209 9.4587 0.692 -0.025 0.508
H 1.1142 1.7082 8.5271 0.032 0.408 -0.085
H -0.7028 0.4226 7.4880 0.536 -0.347 0.018
H -0.4812 -0.9204 8.6068 0.611 0.395 -0.314
H 1.6855 -2.8346 7.6025 0.302 0.426 0.051
H 2.0884 -1.4406 8.7585 0.184 -0.853 -0.642
H 3.3813 -2.0365 6.0498 -0.139 0.398 -0.017
H 4.2251 -1.8172 7.4850 0.833 0.214 0.857
H 3.9501 0.4639 5.8898 -0.428 -0.700 0.694
H 3.3810 0.6798 7.5777 0.276 -0.721 -0.500
H 1.7394 -0.0374 5.1940 -0.359 0.165 -0.482
H 1.4603 1.1619 6.5451 -0.327 0.875 -0.574
H -0.4006 -2.2688 6.6089 -0.842 -0.489 0.015
H 0.9221 -2.1087 5.4331 -0.823 0.208 0.117
H -0.3989 -0.8569 5.4035 0.015 -0.368 0.516
Cl 2.3797 1.4295 -3.6094 0.338 -0.224 -0.596
O 0.1116 3.5272 0.1308 0.907 -0.124 0.366
C -0.4551 3.9223 -1.0439 0.476 1.501 0.737
O -1.7006 4.1566 -0.9612 0.794 -0.233 -1.494
O 0.3527 4.1034 -1.9634 -1.370 -0.499 0.171
H -0.4900 3.5328 0.9040 -0.239 -0.549 -0.329
O -1.9293 0.7780 3.4832 0.072 -0.357 0.320
C -1.5110 1.1950 2.2525 0.425 2.312 -2.653
O -1.1964 2.4349 2.1315 -0.627 -2.023 1.123
O -1.5324 0.3702 1.2842 -0.180 0.423 1.729
H -1.8793 1.5416 4.0844 0.077 -0.114 -0.484
O 2.3356 -3.1047 4.2713 -0.719 -1.039 -0.124
C 1.4131 -4.2058 3.9482 3.223 0.536 -1.697
O 0.4191 -4.3237 4.6080 -1.440 0.231 1.112
O 1.8447 -4.8648 2.9581 -0.487 0.103 0.079
H 3.0503 -3.1713 3.5961 -0.789 0.112 0.419
O -5.3118 3.0924 -3.5051 0.707 -2.236 -1.306
C -5.7008 1.7791 -3.2739 -2.040 -0.706 1.886
O -6.0306 1.4345 -2.0721 1.281 0.992 -4.205
O -5.7882 1.0988 -4.4045 0.669 0.339 2.077
H -4.9549 2.9044 -4.4229 -0.452 1.228 0.978
O 4.9525 2.3789 2.5059 -0.288 -0.474 0.862
C 4.7087 1.6289 3.7075 3.567 3.770 2.562
O 5.3663 2.2950 4.7061 -3.615 -3.701 -3.341
O 4.0918 0.5655 3.5568 0.397 0.715 0.799
H 4.3259 1.9688 1.9251 -0.491 -0.197 -1.063
O -0.1570 -2.3591 -1.2820 2.017 0.007 1.310
C 0.4378 -3.3985 -1.9671 -2.213 -0.319 -0.980
O 1.4642 -4.0139 -1.6274 -0.990 1.150 -0.243
O -0.3460 -3.6520 -2.9387 0.902 -1.106 -0.965
H -0.8686 -2.0945 -1.8842 -0.094 0.206 0.390

[2]
16
Properties=species:S:1:pos:R:3:forces:R:3 method="wB97M-V/def2-TZVPD" charge=0 orbital_gap_ha=0.3619 e_lumo_ha=0.0314 molar_mass_g_mol=116.1
C 0.3726 -1.4446 0.6120 -0.061 0.050 -0.040
C -1.9931 -0.2620 -0.1316 0.056 0.014 0.007
C 1.2846 -0.3396 0.1691 -0.281 0.109 -0.281
C -0.5060 -0.3963 -0.1313 0.408 0.185 0.024
N 0.6870 1.8903 -0.1374 -0.028 -0.241 0.009
O 2.5780 -0.2225 0.0065 -0.242 0.046 -0.064
N 0.4096 0.6900 0.5765 -0.094 -0.164 -0.242
O 0.1958 -0.4300 -1.3292 0.214 0.082 0.555
H 2.7509 0.7238 -0.1665 -0.042 -0.060 0.031
H 0.1701 2.6419 0.2980 0.006 -0.057 -0.021
H 0.4015 1.7680 -1.1121 -0.010 -0.055 0.088
H 0.2872 -1.5421 1.6952 0.011 0.054 -0.054
H 0.4566 -2.3875 0.0838 -0.003 0.042 -0.013
H -2.4294 -1.1056 -0.6689 0.029 0.032 0.023
H -2.3863 -0.2396 0.8848 0.019 -0.003 -0.039
H -2.2793 0.6559 -0.6491 0.017 -0.033 0.018

[3]
10
Properties=species:S:1:pos:R:3:forces:R:3 method="wB97M-V/def2-TZVPD" charge=0 orbital_gap_ha=0.3882 e_lumo_ha=0.0128 molar_mass_g_mol=93.1 smiles="N#CC1(C=O)C=C1"
N -1.8698 -0.2094 -2.1085 0.770 -0.138 0.431
C -1.0080 -0.1949 -1.3371 -0.266 -0.108 -0.480
C -0.1317 -0.0138 -0.1816 -0.230 -0.332 -0.028
C -0.4351 -0.9667 0.9483 0.064 -0.006 0.261
O 0.4000 -1.1976 1.7873 -0.454 0.156 -0.042
C 1.3299 0.4246 -0.1010 -0.249 0.031 -0.008
C 0.4562 1.3615 -0.0533 0.443 0.107 0.063
H -1.3794 -1.5410 0.8909 0.040 0.151 0.038
H 2.2537 -0.0505 0.2088 -0.119 0.211 -0.688
H 0.1522 2.3928 -0.1103 0.002 -0.071 0.454

[4]
14
Properties=species:S:1:pos:R:3:forces:R:3 method="wB97M-V/def2-TZVPD" charge=-1 orbital_gap_ha=0.3021 e_lumo_ha=0.1340 molar_mass_g_mol=150.1 smiles="O=C([O-])[C@](O)(CO)[N+](=O)[O-]"
C -1.0312 -1.3102 0.4538 1.319 2.092 -2.187
C 1.3080 0.1966 0.4571 -3.089 3.166 -2.127
C -0.3533 0.2243 -0.1940 3.698 -2.328 3.037
N -1.1219 1.3218 0.2594 -3.111 0.129 -1.747
O -0.8111 -2.0906 -0.4906 -0.646 -0.464 1.143
O -0.8259 2.0176 1.1907 0.954 0.346 1.103
O -1.4383 -1.2241 1.5819 -0.296 -0.821 0.353
O -2.2268 1.4343 -0.3329 1.252 0.203 0.556
O 2.1943 -0.4507 -0.3714 1.418 -0.759 0.626
O -0.2499 0.1392 -1.5330 0.375 3.311 -0.359
H 1.4471 -0.2639 1.3968 -0.562 -0.161 1.225
H 1.4664 1.3270 0.4697 0.373 -1.294 0.362
H 1.9787 -0.5512 -1.2810 -1.005 0.407 -0.998
H -0.3361 -0.7700 -1.6065 -0.681 -3.828 -0.986

[5]
12
Properties=species:S:1:pos:R:3:forces:R:3 method="wB97M-V/def2-TZVPD" charge=+2 multiplicity=6 orbital_gap_ha="0.2169 / 0.2025" e_lumo_ha="-0.3685 / -0.4841" molar_mass_g_mol=262.3
C 0.9478 -1.0833 1.4676 1.076 -1.591 1.707
C 0.7449 0.1504 0.9778 -1.563 2.237 -0.206
C -0.5141 0.4968 0.2363 -0.819 -1.245 0.646
C -0.3746 0.5379 -1.2378 0.621 0.346 -0.468
O -1.1785 0.0109 -1.9977 0.886 1.181 6.110
Ir -1.3821 -0.2989 -3.8155 -1.019 -1.237 -6.578
H 0.1283 -1.7323 1.7876 0.003 -0.096 -0.398
H 1.9461 -1.3785 1.7958 0.037 -0.228 -0.232
H 1.2977 0.9991 1.3870 0.609 -0.194 -0.235
H -1.2603 -0.3078 0.5316 0.459 1.179 -0.470
H -0.8432 1.5136 0.5211 0.019 -0.241 0.116
H 0.4880 1.0921 -1.6537 -0.310 -0.112 0.008